1.
{
  "formula": "C2H9NO2",
  "method": "ωB97M-V/def2-TZVPD",
  "elements": ["O", "O", "N", "C", "C", "H", "H", "H", "H", "H", "H", "H", "H", "H"],
  "xyz": [[-2.790921, 0.610383, -0.435621], [3.071940, -2.105280, 0.643242], [0.760041, 0.283950, 0.141744], [-1.477654, 1.100406, -0.109798], [-0.474274, 0.079205, -0.574693], [-0.839895, -0.883159, -0.223395], [2.538679, -1.497510, 1.168785], [2.872770, -2.964142, 1.030571], [-3.355800, 1.390448, -0.415645], [-1.384352, 1.227053, 0.971873], [1.294768, 1.063323, -0.181438], [-1.358644, 2.084940, -0.578951], [1.387438, -0.495139, 0.203058], [-0.244094, 0.105519, -1.639738]],
  "forces_ev_per_a": [[0.2, 0.5, 0.0], [-0.2, 0.0, 0.1], [0.6, 0.4, 1.2], [-0.8, 0.1, -0.3], [0.8, -0.1, 0.5], [-0.2, -0.2, -0.5], [0.2, 0.0, 0.1], [0.1, -0.1, -0.1], [-0.2, -0.3, 0.0], [0.1, -0.1, 0.0], [0.2, 0.4, -0.3], [0.3, -0.1, 0.0], [-0.2, -0.3, -0.5], [-0.8, -0.2, -0.3]],
  "nbo_charge": [-0.7231, -0.9321, -0.8537, -0.0681, -0.2387, 0.2023, 0.4626, 0.4719, 0.4648, 0.1708, 0.3534, 0.1545, 0.3575, 0.1778],
  "homo_lumo_gap_ev": 10.178,
  "relative_energy_kcal_mol": 8.32,
  "e_tot_ha": -286.8051
}

=====

2.
{
  "formula": "C6H14NO",
  "method": "ωB97M-V/def2-TZVPD",
  "elements": ["O", "N", "C", "C", "C", "C", "C", "C", "H", "H", "H", "H", "H", "H", "H", "H", "H", "H", "H", "H", "H", "H"],
  "xyz": [[-1.690083, -1.658143, 0.343461], [0.936737, -0.956641, 0.585933], [-1.763636, -0.596546, -0.041250], [0.314582, 0.350460, 0.331514], [-2.536104, 0.450687, -0.712375], [0.955679, 1.123827, -0.834647], [1.478626, -1.657559, -0.592711], [0.166887, 1.221593, 1.613852], [0.648861, 0.480734, -1.712052], [-0.383044, 2.161664, 1.335606], [0.322897, -1.742049, 1.039492], [-3.025598, 0.130281, -1.639293], [1.243274, 1.220087, 1.901226], [-1.849667, 1.222778, -0.953422], [0.685918, -1.994436, -1.275944], [1.682078, -0.871034, 1.209310], [2.032582, 1.254698, -0.815707], [-0.348409, 0.744585, 2.485180], [2.096740, -1.009671, -1.151858], [-3.323566, 0.624499, 0.031931], [0.459975, 2.077965, -0.904647], [1.895273, -2.577783, -0.243601]],
  "forces_ev_per_a": [[-0.8, -3.4, 1.2], [-1.8, -1.9, -0.3], [4.0, 4.1, -1.4], [-3.4, 0.1, 0.3], [-1.2, -1.3, 0.2], [-1.7, -2.3, -0.5], [-1.3, -0.8, -0.8], [0.5, -1.6, -0.5], [0.7, 1.2, 0.3], [1.2, -0.7, 0.5], [0.3, 2.2, -0.7], [0.0, -0.4, 0.2], [-0.6, 1.5, 0.4], [0.0, 1.0, 0.2], [-0.2, 0.5, 0.4], [1.8, 0.3, 1.6], [0.2, 0.1, 0.2], [0.1, 0.2, -0.9], [1.1, 0.3, -0.3], [0.0, 0.9, -0.3], [0.0, 0.3, -0.1], [0.9, -0.3, 0.1]],
  "nbo_charge": [-0.4632, -0.5338, 0.7683, -0.0028, -0.7584, -0.6808, -0.4196, -0.6634, 0.2197, 0.2507, 0.4423, 0.2844, 0.2013, 0.2623, 0.2302, 0.4057, 0.2277, 0.2282, 0.2345, 0.2878, 0.2448, 0.2341],
  "homo_lumo_gap_ev": 9.165,
  "total_charge": 1,
  "relative_energy_kcal_mol": 71.28,
  "e_tot_ha": -366.6536
}

=====

3.
{
  "formula": "CH3BrO2",
  "method": "ωB97M-V/def2-TZVPD",
  "elements": ["Br", "O", "O", "C", "H", "H", "H"],
  "xyz": [[-3.193697, 0.251929, 0.083973], [-0.027869, -0.757569, 0.125915], [-2.608015, -1.540920, -0.098282], [0.418063, 0.303901, 0.421969], [0.606187, 0.973814, -0.346298], [-2.177069, -1.737223, 0.790132], [0.462019, 0.607136, 1.497980]],
  "forces_ev_per_a": [[0.5, -1.5, -0.1], [0.0, -1.5, -0.1], [-0.1, 1.0, 1.6], [-1.1, -0.5, 2.1], [1.0, 1.9, -1.4], [-0.6, 0.5, -1.6], [0.4, 0.1, -0.5]],
  "nbo_charge": [0.2536, -0.5025, -0.7369, 0.2770, 0.1155, 0.4884, 0.1049],
  "homo_lumo_gap_ev": 9.569,
  "relative_energy_kcal_mol": 58.39,
  "e_tot_ha": -2764.2973
}